Entry 1:
Density functional theory data (ωB97M-V with the def2-TZVPD basis set) for a molecular structure, C25H20BaCl3NO9S.

Geometry as XYZ:
```
60
Properties=species:S:1:pos:R:3:forces:R:3
H 5.019218 -2.258460 -2.080428 0.0 0.0 0.0
H 5.828649 0.612710 -2.287349 0.0 0.0 0.0
C 1.196020 0.406798 -2.796880 0.1 -0.2 0.2
C -4.239749 -5.033583 -1.002779 0.0 0.0 0.0
H 3.541623 1.593132 -2.328775 0.0 0.0 0.0
H -0.967307 2.664973 2.868050 0.0 0.0 0.0
N 1.581166 1.965822 2.274046 -0.2 0.1 0.1
O 0.849171 1.135231 -1.817190 0.2 0.0 -0.3
H -4.567298 -5.983215 -1.406888 0.0 0.0 0.0
C -4.008264 -3.516459 0.861505 0.0 0.0 0.0
O -1.931373 2.094660 1.008617 -0.3 0.2 0.1
C -0.211841 3.195839 3.434046 0.1 0.0 0.0
C -3.623244 -4.098012 -1.802930 0.0 0.0 0.0
O -2.713938 -0.671356 -2.143737 -0.1 -0.2 -0.2
H 2.607694 5.094578 5.367513 0.0 0.0 0.0
H -2.936995 -2.616348 -4.334484 0.0 0.0 0.0
C 0.496645 4.837058 5.065511 0.0 0.0 0.0
H -1.505430 -1.592231 -4.052903 0.0 0.0 0.0
S 3.686677 3.016427 3.340200 0.0 0.1 0.1
C 1.132217 2.910008 3.188163 0.1 0.0 0.0
Ba -0.970437 0.098589 -0.370471 -0.3 0.5 0.8
H -4.144012 -3.272388 1.908752 0.0 0.0 0.0
C 1.293293 -1.602910 -0.626490 0.1 0.0 -0.3
Cl -5.152620 4.143304 1.764614 0.0 0.0 0.0
C -4.182419 2.659570 1.554353 0.0 0.1 0.1
C -0.516092 4.159180 4.372792 0.0 0.0 0.0
H 5.959542 -1.302596 -0.928861 0.0 0.0 0.0
C 2.555245 -1.490349 -1.496350 0.0 0.0 0.1
H 3.405091 1.269102 1.585579 0.0 0.0 0.0
H 0.229014 5.592103 5.795227 0.0 0.0 0.0
H 2.777787 -0.801300 -3.564766 0.0 0.0 0.0
O -2.830743 3.922141 0.042287 0.0 0.0 0.0
C 3.792633 -1.069876 -0.701253 0.0 -0.1 0.0
C 5.061454 -1.306007 -1.548910 0.0 0.0 0.0
O 0.290214 -2.125109 -1.184607 0.1 0.0 -0.2
C 1.830384 4.564633 4.831356 0.0 0.0 0.0
H -3.479659 -4.331042 -2.851914 0.0 0.0 0.0
C 2.141680 3.592107 3.882462 0.0 0.0 0.0
O 3.697407 0.355530 -0.679157 0.0 0.0 0.0
H 5.059107 -0.352601 -3.558942 0.0 0.0 0.0
C 3.669934 0.538830 -2.097249 0.0 0.0 -0.1
Cl -5.099410 1.491405 0.591737 0.0 0.0 0.0
H 2.684891 -2.462540 -1.975867 0.0 0.0 0.0
Cl -3.883332 1.977683 3.174020 0.0 0.0 0.0
C 5.016046 -0.083906 -2.502723 0.0 0.0 0.0
O -2.907750 -1.465151 0.620535 0.1 -0.1 -0.2
O 1.286520 -1.108542 0.524781 0.2 -0.1 0.0
H 3.819137 -1.451510 0.316138 0.0 0.0 0.0
C -3.336137 -2.518411 0.069182 -0.2 0.1 -0.1
C 2.523704 -0.366369 -2.597197 0.0 0.0 0.0
C -2.123474 -2.388189 -3.640029 0.0 0.0 0.0
C -2.818907 2.949252 0.778398 0.1 0.1 -0.1
C -2.687785 -1.889012 -2.327301 -0.2 0.0 0.2
O 0.591624 0.252806 -3.865708 0.1 0.0 -0.1
C -3.202266 -2.841360 -1.338175 0.0 -0.1 0.0
H -4.929359 -5.421418 1.008182 0.0 0.0 0.0
C -4.435323 -4.710583 0.351289 0.0 0.0 0.0
H -1.522292 -3.283817 -3.493105 0.0 0.0 0.0
H -1.553719 4.397551 4.570311 0.0 0.0 0.0
C 2.857387 1.923626 2.253773 -0.1 -0.2 -0.2
```
Positions in Å, forces in eV/Å.

Values from the calculation:
gap between HOMO and LUMO: 6.1624 eV
highest occupied orbital energy: -2.31 eV
net charge: -2
max |F|: 1.0 eV/Å
LUMO level: 3.85 eV


Entry 2:
Density functional theory data (ωB97M-V with the def2-TZVPD basis set) for 2 unconnected molecules or ions with the total composition C25H20Cl4NO4 at a distorted geometry.

Geometry as XYZ:
```
54
Properties=species:S:1:pos:R:3:forces:R:3
H 2.148850 -1.108496 -3.920679 -0.1 0.0 0.1
C 0.125941 -2.577147 0.092705 1.4 1.6 -0.7
C 3.314754 -6.571790 -0.095277 -0.1 0.1 0.0
C 1.346150 -0.942891 1.957403 -0.4 0.6 0.4
C -3.073981 -7.721235 0.231179 -0.2 0.3 -0.1
C -1.254494 0.201364 2.275282 0.6 -0.5 -0.3
H 0.812367 -1.996322 -3.155756 0.2 0.0 0.1
C -1.160252 -1.147692 2.169108 0.5 0.5 0.3
C 1.745009 -5.019579 0.891218 0.2 -0.1 0.0
O 0.897358 -0.545150 -0.813696 0.4 0.2 -0.7
C -4.265858 -7.046501 -0.068882 0.1 0.0 0.0
N -0.761052 -3.546485 0.013143 -1.3 -2.0 0.0
O -1.302457 -1.090830 -1.107578 0.3 0.3 -0.1
C 2.574314 0.698286 -1.895161 0.3 0.1 0.2
H 2.442721 -1.998187 -2.408515 -0.2 0.1 -0.1
C 0.723797 -5.488293 0.053154 0.3 -0.5 0.1
H 0.071832 1.566376 -2.275062 -0.1 -0.2 -0.1
H -3.082793 -8.793131 0.436130 0.0 0.3 0.0
Cl -2.523675 -2.158072 2.163572 -0.1 0.0 0.3
H 3.023127 1.033280 -2.836524 -0.1 0.0 0.1
Cl 2.857844 -1.714811 1.745280 0.1 0.0 0.2
C 3.040356 -5.527067 0.793450 -0.2 -0.3 -0.3
H -5.164748 -5.127379 -0.561109 0.2 -0.2 0.1
O -0.192400 2.312465 1.931655 0.1 -1.2 0.3
O 0.296938 -2.959181 2.747773 0.0 0.7 0.3
H -3.001122 -3.891369 -0.436028 0.0 -0.3 0.0
C 0.284961 0.663419 -2.859145 -0.4 0.2 -0.3
C -0.202301 -1.357167 -0.671897 -0.2 -1.0 0.1
Cl -2.733465 0.982227 2.595917 -0.4 0.3 -0.1
Cl 2.581752 1.417525 1.688847 0.3 0.3 0.0
C -3.040627 -4.966893 -0.263794 -0.5 -0.4 -0.1
H 0.636331 0.967279 -3.853151 0.0 0.0 0.1
C -0.609332 -4.847614 0.056729 0.7 1.7 0.3
H 3.318654 0.125923 -1.329789 -0.1 0.1 -0.1
C 1.708692 -1.395399 -2.958393 0.0 -0.3 0.0
H 1.186100 -2.770640 0.269531 -0.2 0.0 -0.5
H 4.325117 -6.980782 -0.163205 -0.3 0.1 0.0
H -0.634225 0.080642 -2.962605 0.2 0.2 0.0
C 1.234543 0.405644 1.956334 -0.4 -0.7 -0.1
C 0.172322 -1.850693 2.203662 -0.2 -0.6 -0.3
H 3.823937 -5.101550 1.422240 -0.2 -0.2 -0.1
H 2.487261 -7.927282 -1.572219 0.0 0.2 0.2
C -4.247169 -5.666012 -0.320505 0.5 -0.2 0.1
H 1.517719 -4.267829 1.645935 0.0 -0.2 -0.2
H -5.208434 -7.596265 -0.104740 0.3 0.1 0.0
H -0.937782 -7.545399 0.501141 -0.3 0.1 0.0
H 0.208376 -6.948370 -1.459167 0.3 0.1 0.1
C -1.838703 -5.640093 0.007751 -0.6 -0.4 0.0
H 2.298298 1.576493 -1.300614 0.1 -0.2 -0.1
C 1.351994 -0.150587 -2.170947 -0.3 0.0 0.8
C 1.005257 -6.553723 -0.824843 0.2 0.2 0.1
C -0.079932 1.097895 2.063085 -0.2 0.4 -0.1
C 2.288677 -7.096221 -0.892539 0.0 0.2 0.2
C -1.867249 -7.025352 0.267517 -0.1 0.3 -0.1
```
Positions in Å, forces in eV/Å.

Values from the calculation:
gap between HOMO and LUMO: 5.4928 eV
highest occupied orbital energy: -3.85 eV
net charge: -1
max |F|: 2.4 eV/Å
LUMO level: 1.65 eV